1.
Density functional theory data (ωB97M-V/def2-TZVPD) for a gas-phase ion, C4H5N4O4S (charge -1).

Element x y z (Å)
H 1.0982 1.5191 3.0977
N 1.4444 2.0450 2.3021
C 1.0515 1.5968 1.2000
N 1.3899 2.0456 0.0025
C 0.9016 1.5035 -1.0868
C 0.0037 0.4544 -1.1424
C -0.3872 -0.1601 0.0596
N -1.2290 -1.2208 0.0946
N -0.0061 0.4246 1.1937
O -0.1867 -0.2331 2.3846
S 0.5598 -1.7663 2.3415
O 1.3846 -1.7421 1.1590
O 1.2399 -1.8441 3.6027
O -0.5776 -2.6756 2.2296
H 1.2791 1.9433 -2.0065
H -0.3088 0.0228 -2.0813
H -1.3057 -1.7162 -0.7790
H -1.1443 -1.8262 0.9277

Molar mass ... 205.2 Da
Net charge ... -1
Energy above the lowest of the compared OMol25 structures with the same formula, charge and spin ... 0.0 kJ/mol
SMILES ... [H]/N=c1/nccc(N)n1OS(=O)(=O)[O-]
LUMO ... 3.6 eV

In the Löwdin picture, each atom carries the following charge in e: atom 1 (H): 0.035, atom 2 (N): 0.122, atom 3 (C): -0.434, atom 4 (N): 0.073, atom 5 (C): -0.183, atom 6 (C): -0.056, atom 7 (C): -0.365, atom 8 (N): 0.161, atom 9 (N): -0.017, atom 10 (O): -0.172, atom 11 (S): 0.448, atom 12 (O): -0.286, atom 13 (O): -0.305, atom 14 (O): -0.339, atom 15 (H): 0.096, atom 16 (H): 0.085, atom 17 (H): 0.106, atom 18 (H): 0.030

2.
Density functional theory data (ωB97M-V/def2-TZVPD) for 7 unconnected molecules or ions with the total composition C28H32BN5O9.

Element x y z (Å)
N -0.0958 -0.1145 0.7463
H 0.8560 -0.2136 0.4234
H -0.1947 0.4509 1.5774
H -0.2529 -1.0910 0.9512
H -0.7551 0.1455 0.0267
O 2.5041 -0.4953 0.2803
C 3.2680 -0.7325 -0.6232
O 3.8724 0.1798 -1.3367
B 4.9489 -0.4117 -2.2109
O 4.7304 -1.8489 -1.8783
C 3.8619 -2.1000 -0.8941
O 3.5078 -3.2595 -0.4599
O 4.7398 -0.3048 -3.6547
C 5.7023 0.5043 -4.0751
O 5.8572 0.9273 -5.2252
C 6.7487 0.6957 -2.9929
O 6.2909 0.0174 -2.0285
O 7.8092 1.3508 -2.9914
C 0.4039 -2.6765 -3.4420
C -0.0266 -1.4096 -4.1151
C -0.1262 -0.5251 -2.9159
O -0.4732 -1.3869 -1.8315
C -0.5195 -2.7052 -2.2323
H 1.4785 -2.7080 -3.2617
H 0.2041 -3.5736 -4.0280
H -0.9483 -1.5712 -4.6741
H 0.7596 -1.1156 -4.8104
H -0.9319 0.1815 -3.1151
H 0.7965 0.0085 -2.6881
H -1.5446 -3.0665 -2.3148
H -0.1056 -3.3501 -1.4571
N -0.6108 -2.5948 1.5025
C 0.3677 -3.3809 2.0222
C 0.2422 -4.6085 2.7189
C -1.0756 -5.0145 2.9086
C -2.1801 -4.3057 2.2923
C -1.8944 -3.0656 1.6755
H 1.3226 -2.9040 1.8575
H 1.0841 -5.2069 3.0341
H -1.2357 -6.0262 3.2509
H -3.1856 -4.6748 2.1537
H -2.6060 -2.5423 1.0541
N -3.1114 0.3003 0.8824
C -3.5791 -0.0922 -0.3484
C -4.9006 -0.4089 -0.5392
C -5.8808 -0.1017 0.4739
C -5.3910 0.5984 1.5717
C -3.9869 0.7251 1.8424
H -2.7891 -0.3229 -1.0477
H -5.1424 -0.8661 -1.4873
H -6.9115 -0.3380 0.2545
H -6.0695 1.1229 2.2282
H -3.6640 1.1870 2.7637
N -0.1799 1.6229 2.8552
C -0.4351 1.4570 4.1856
C -0.4749 2.4598 5.1504
C -0.2347 3.7570 4.7867
C 0.2007 3.9898 3.4870
C 0.1863 2.9345 2.5462
H -0.5878 0.4199 4.4452
H -0.6113 2.1396 6.1727
H -0.0130 4.4587 5.5772
H 0.6365 4.9403 3.2168
H 0.3421 3.1138 1.4927
N -0.3038 2.1990 -1.0097
C -1.2767 3.0830 -0.6470
C -1.0998 4.4452 -0.6577
C 0.1574 4.9423 -0.8830
C 1.2483 3.9813 -1.0857
C 0.9960 2.6380 -1.1151
H -2.2002 2.5913 -0.3793
H -1.8672 5.1703 -0.4300
H 0.3243 6.0084 -0.8399
H 2.2404 4.3842 -1.2261
H 1.7841 1.9821 -1.4543

Molar mass ... 593.4 Da
Net charge ... +1
Spin multiplicity ... 2
LUMO (spin up / spin down) ... -5.1 / -9.0 eV

In the Löwdin picture, each atom carries the following charge in e: atom 1 (N): 0.248, atom 2 (H): 0.048, atom 3 (H): 0.035, atom 4 (H): 0.017, atom 5 (H): 0.053, atom 6 (O): 0.131, atom 7 (C): -0.371, atom 8 (O): 0.231, atom 9 (B): -0.821, atom 10 (O): 0.214, atom 11 (C): -0.272, atom 12 (O): 0.101, atom 13 (O): 0.333, atom 14 (C): -0.204, atom 15 (O): 0.366, atom 16 (C): -0.279, atom 17 (O): 0.359, atom 18 (O): 0.279, atom 19 (C): -0.165, atom 20 (C): -0.171, atom 21 (C): -0.204, atom 22 (O): -0.169, atom 23 (C): -0.219, atom 24 (H): 0.116, atom 25 (H): 0.119, atom 26 (H): 0.125, atom 27 (H): 0.119, atom 28 (H): 0.115, atom 29 (H): 0.107, atom 30 (H): 0.125, atom 31 (H): 0.116, atom 32 (N): 0.021, atom 33 (C): -0.106, atom 34 (C): -0.040, atom 35 (C): -0.052, atom 36 (C): -0.029, atom 37 (C): -0.102, atom 38 (H): 0.100, atom 39 (H): 0.108, atom 40 (H): 0.101, atom 41 (H): 0.098, atom 42 (H): 0.090, atom 43 (N): 0.035, atom 44 (C): -0.158, atom 45 (C): -0.061, atom 46 (C): -0.041, atom 47 (C): -0.069, atom 48 (C): -0.100, atom 49 (H): 0.087, atom 50 (H): 0.100, atom 51 (H): 0.104, atom 52 (H): 0.096, atom 53 (H): 0.095, atom 54 (N): 0.041, atom 55 (C): -0.123, atom 56 (C): -0.072, atom 57 (C): -0.071, atom 58 (C): -0.049, atom 59 (C): -0.075, atom 60 (H): 0.107, atom 61 (H): 0.109, atom 62 (H): 0.114, atom 63 (H): 0.104, atom 64 (H): 0.070, atom 65 (N): 0.058, atom 66 (C): -0.136, atom 67 (C): -0.087, atom 68 (C): -0.040, atom 69 (C): -0.054, atom 70 (C): -0.143, atom 71 (H): 0.091, atom 72 (H): 0.111, atom 73 (H): 0.104, atom 74 (H): 0.095, atom 75 (H): 0.088

3.
Density functional theory data (ωB97M-V/def2-TZVPD) for C21H34N4O4S in the gas phase.

Element x y z (Å)
C 6.5504 2.2774 1.1243
C 5.2867 1.7965 0.4822
C 5.0342 0.4322 0.3670
C 3.8574 -0.0226 -0.1968
C 2.9304 0.8948 -0.6498
S 1.3848 0.3086 -1.3116
O 1.5225 -1.0578 -1.7238
O 0.8785 1.2519 -2.2692
N 0.2747 0.2968 -0.0445
C -0.0740 1.5977 0.4978
C -1.5261 1.5605 1.0022
O -1.7248 1.5296 2.2032
N -2.5177 1.5473 0.0889
C -2.2952 1.6064 -1.3535
C -3.1245 0.5682 -2.1160
C -2.5687 3.0155 -1.8853
C -3.9072 1.5971 0.5635
C -4.1733 2.8480 1.4015
C -4.2683 0.3279 1.3344
C 0.7259 -0.6537 0.9362
O 1.6487 -0.3956 1.6795
N 0.0515 -1.8023 0.9274
C 0.5213 -2.9265 1.7069
C 0.9615 -4.0397 0.7580
N -0.1579 -4.4264 -0.0828
C 0.1648 -5.5668 -0.9125
C -0.5866 -3.2899 -0.8844
C -1.0244 -2.1469 0.0311
C 3.1601 2.2524 -0.5580
C 4.3416 2.6993 0.0074
H 6.7642 3.3061 0.8463
H 7.3919 1.6498 0.8396
H 6.4513 2.2308 2.2087
H 5.7646 -0.2763 0.7284
H 3.6446 -1.0743 -0.2968
H 0.0749 2.3447 -0.2816
H 0.5599 1.8339 1.3618
H -1.2503 1.3643 -1.5426
H -2.7020 0.4502 -3.1102
H -3.0911 -0.3958 -1.6154
H -4.1642 0.8683 -2.2261
H -2.2942 3.0652 -2.9351
H -3.6203 3.2766 -1.7873
H -1.9775 3.7472 -1.3397
H -4.5350 1.6504 -0.3280
H -3.8911 3.7423 0.8508
H -3.6037 2.8102 2.3243
H -5.2320 2.9051 1.6421
H -5.3164 0.3589 1.6211
H -3.6594 0.2544 2.2298
H -4.1000 -0.5528 0.7189
H 1.3483 -2.5893 2.3323
H -0.2991 -3.2837 2.3368
H 1.2800 -4.9089 1.3381
H 1.8150 -3.6820 0.1549
H 0.9891 -5.3631 -1.6126
H -0.7168 -5.8487 -1.4860
H 0.4463 -6.4028 -0.2737
H -1.4316 -3.6022 -1.5025
H 0.2198 -2.9216 -1.5390
H -1.2892 -1.2721 -0.5591
H -1.8785 -2.4665 0.6391
H 2.4264 2.9419 -0.9445
H 4.5297 3.7601 0.0837

Molar mass ... 438.6 Da
Net charge ... 0
Energy above the lowest of the compared OMol25 structures with the same formula, charge and spin ... 0.0 kJ/mol
SMILES ... Cc1ccc(S(=O)(=O)N(CC(=O)N(C(C)C)C(C)C)C(=O)N2CCN(C)CC2)cc1
LUMO ... 0.7 eV

In the Löwdin picture, each atom carries the following charge in e: atom 1 (C): -0.046, atom 2 (C): -0.262, atom 3 (C): -0.018, atom 4 (C): -0.052, atom 5 (C): -0.274, atom 6 (S): 0.704, atom 7 (O): -0.265, atom 8 (O): -0.278, atom 9 (N): -0.127, atom 10 (C): -0.079, atom 11 (C): -0.419, atom 12 (O): 0.060, atom 13 (N): 0.006, atom 14 (C): -0.380, atom 15 (C): -0.035, atom 16 (C): -0.032, atom 17 (C): -0.367, atom 18 (C): -0.041, atom 19 (C): -0.037, atom 20 (C): -0.518, atom 21 (O): 0.098, atom 22 (N): -0.017, atom 23 (C): -0.100, atom 24 (C): -0.174, atom 25 (N): -0.226, atom 26 (C): -0.101, atom 27 (C): -0.173, atom 28 (C): -0.114, atom 29 (C): -0.047, atom 30 (C): -0.024, atom 31 (H): 0.077, atom 32 (H): 0.081, atom 33 (H): 0.089, atom 34 (H): 0.118, atom 35 (H): 0.114, atom 36 (H): 0.115, atom 37 (H): 0.139, atom 38 (H): 0.090, atom 39 (H): 0.087, atom 40 (H): 0.067, atom 41 (H): 0.077, atom 42 (H): 0.084, atom 43 (H): 0.077, atom 44 (H): 0.081, atom 45 (H): 0.123, atom 46 (H): 0.076, atom 47 (H): 0.073, atom 48 (H): 0.080, atom 49 (H): 0.080, atom 50 (H): 0.075, atom 51 (H): 0.068, atom 52 (H): 0.126, atom 53 (H): 0.135, atom 54 (H): 0.123, atom 55 (H): 0.131, atom 56 (H): 0.090, atom 57 (H): 0.083, atom 58 (H): 0.083, atom 59 (H): 0.125, atom 60 (H): 0.108, atom 61 (H): 0.103, atom 62 (H): 0.133, atom 63 (H): 0.113, atom 64 (H): 0.114

4.
Density functional theory data (ωB97M-V/def2-TZVPD) for 2 unconnected molecules or ions with the total composition C3H4N3S.

Element x y z (Å)
C 1.2472 -1.1107 0.8312
C -0.8290 -1.0469 0.3858
C 1.0944 0.0055 0.0373
N 0.0602 -1.8119 0.9215
N -0.2797 0.0246 -0.1744
N -1.0083 0.9864 -0.9002
S 1.2540 2.8889 -0.9928
H 2.1939 -1.5881 1.1660
H -1.7394 -1.3310 0.1330
H -0.2227 1.7326 -1.0992
H -1.7706 1.2507 -0.3085

Molar mass ... 114.2 Da
Net charge ... -1
Energy above the lowest of the compared OMol25 structures with the same formula, charge and spin ... 63.9 kJ/mol
Spin multiplicity ... 3
LUMO (spin up / spin down) ... 4.1 / 2.7 eV

In the Löwdin picture, each atom carries the following charge in e: atom 1 (C): -0.256, atom 2 (C): -0.276, atom 3 (C): -0.069, atom 4 (N): -0.001, atom 5 (N): -0.235, atom 6 (N): -0.013, atom 7 (S): -0.132, atom 8 (H): 0.069, atom 9 (H): 0.063, atom 10 (H): -0.199, atom 11 (H): 0.049